Record 1
135
Properties=species:S:1:pos:R:3:forces:R:3:mulliken_charge:R:1 method="wB97M-V/def2-TZVPD" spin_multiplicity=1 mol_weight_g_mol=777.900 total_charge=+1 orbital_gap_ev=6.9
C 2.8875 1.0147 3.3162 -0.626 -0.339 0.650 -0.700
C 3.0095 2.4755 2.9324 2.592 0.283 -0.941 -0.735
C 2.7118 2.5475 1.4382 -1.464 0.806 -0.105 0.357
N 2.6596 3.9157 0.7748 0.504 0.638 -0.135 0.402
C 2.1854 3.6381 -0.6640 0.173 -0.500 -0.066 0.568
C 1.8062 4.8363 -1.5239 0.221 0.185 0.970 0.191
C 0.9088 5.8434 -0.8143 -0.318 0.077 -0.213 -0.397
C 1.4088 6.1154 0.5793 0.697 0.349 0.719 -1.013
C 1.6568 4.8581 1.4123 -0.343 -0.426 -0.518 -0.361
C 4.0135 4.5538 0.8352 -0.140 -0.092 0.483 -1.015
H 3.7095 0.3730 3.0007 0.070 0.304 -0.391 0.422
H 1.9730 0.6444 2.8535 0.050 -0.348 0.329 -0.234
H 2.8452 0.8781 4.3985 -0.188 0.143 -0.006 0.446
H 4.0786 2.7374 2.9665 -0.001 -0.041 0.387 0.380
H 2.5931 3.2103 3.6186 -0.892 -0.227 -0.314 0.402
H 1.7232 2.1401 1.2145 0.099 -0.156 0.250 -0.723
H 3.4222 1.9872 0.8330 0.121 -0.165 0.265 0.558
H 1.3982 2.9002 -0.5065 -0.391 0.304 -0.227 -0.858
H 2.9736 3.0702 -1.1609 0.152 0.121 0.069 0.459
H 1.3621 4.4554 -2.4442 0.657 0.609 0.842 -0.868
H 2.7422 5.3433 -1.7698 -0.069 0.041 -0.344 0.527
H -0.1428 5.5472 -0.7416 0.046 -0.418 -0.164 -0.037
H 0.8836 6.7602 -1.4047 0.061 0.024 0.062 0.530
H 0.7477 6.7649 1.1571 -0.252 -0.189 -0.036 0.518
H 2.3408 6.6919 0.5770 0.012 -0.035 -0.245 0.391
H 0.7599 4.2374 1.4667 -0.089 0.222 0.302 0.256
H 1.9996 5.1532 2.3998 0.060 -0.337 0.108 0.491
H 4.2267 4.8337 1.8673 -0.234 0.009 0.044 0.398
H 4.0109 5.4652 0.2494 0.246 -0.220 -0.318 0.422
H 4.7814 3.8292 0.5770 -0.093 0.098 -0.546 0.314
C 3.3674 -5.5858 -5.4911 -1.383 -0.366 -0.084 -1.502
C 3.4028 -4.3939 -4.5431 1.190 0.186 -0.382 -0.215
C 2.0217 -3.9212 -4.0989 1.302 -0.069 0.628 -0.702
N 2.0715 -2.7892 -3.0965 1.292 0.595 0.915 0.555
C 3.0298 -1.6729 -3.4675 0.024 0.568 -0.259 -0.720
C 2.5558 -0.8453 -4.6427 -0.792 0.142 -0.254 -1.095
C 1.1918 -0.2783 -4.3020 -0.798 0.324 0.384 0.288
C 0.1851 -1.3954 -3.9453 0.577 0.463 -0.706 -1.146
C 0.6932 -2.2630 -2.8127 -0.436 1.215 -0.394 0.184
C 2.6257 -3.2681 -1.7774 -0.336 -2.081 -0.376 -0.995
H 2.8464 -6.4549 -5.0773 0.234 0.060 0.389 0.374
H 4.3472 -5.9239 -5.8130 0.072 0.253 -0.064 0.384
H 2.7283 -5.3467 -6.3473 0.420 0.105 -0.260 0.353
H 3.9228 -3.5950 -5.0827 -0.269 0.117 -0.076 0.254
H 4.1160 -4.6218 -3.7465 -0.493 -0.081 0.364 0.297
H 1.5390 -4.7247 -3.5458 -0.590 -0.020 -0.458 0.421
H 1.5236 -3.5395 -4.9829 -0.559 -0.266 0.145 0.406
H 4.0521 -2.0200 -3.6151 -0.290 -0.672 -0.038 0.557
H 3.0946 -1.1013 -2.5406 -0.246 0.460 -0.231 0.422
H 2.4179 -1.4259 -5.5614 0.371 -0.325 0.119 0.300
H 3.2550 -0.0514 -4.9031 0.120 -0.013 0.286 0.539
H 0.7686 0.3569 -5.0808 0.219 -0.156 -0.253 0.556
H 1.2789 0.4101 -3.4553 0.146 -0.117 0.113 -0.490
H -0.0307 -1.9917 -4.8368 -0.119 0.025 0.009 0.520
H -0.7430 -0.9082 -3.6451 -0.115 -0.272 0.126 0.176
H -0.0278 -3.0474 -2.5747 0.516 -0.421 0.234 0.647
H 0.7977 -1.5793 -1.9738 0.083 -0.335 0.345 -0.555
H 3.6058 -3.7021 -1.9680 -0.095 -0.052 -0.007 0.433
H 1.9236 -4.0587 -1.5042 0.278 -0.041 0.529 0.480
H 2.7416 -2.5707 -0.9530 -0.580 0.637 -0.478 0.105
C -4.3762 3.8216 -4.6447 -0.600 -0.924 0.562 -1.546
C -3.3794 3.2499 -3.6308 0.077 -0.419 -0.180 0.254
C -4.1197 2.6142 -2.4574 -0.213 0.917 0.711 -1.025
N -3.2652 2.0390 -1.3362 0.946 -0.832 -1.408 0.927
C -2.3702 3.1056 -0.7787 -0.282 1.479 1.145 -0.938
C -1.6500 2.7493 0.5111 -0.053 -0.319 -0.299 0.937
C -2.6294 2.3031 1.5730 0.164 -1.078 0.677 -1.532
C -3.4118 1.1008 1.0464 0.097 0.320 -0.935 0.382
C -4.1410 1.4211 -0.2768 -0.437 -0.034 0.532 -1.218
C -2.4350 0.9381 -2.0024 0.164 0.952 1.732 -0.940
H -4.9423 2.9772 -5.0510 0.038 0.098 -0.249 0.364
H -3.8919 4.3364 -5.4664 0.059 0.164 0.113 0.417
H -5.1356 4.4299 -4.1498 0.228 0.410 -0.132 0.353
H -2.6668 4.0132 -3.3230 0.038 -0.118 0.067 0.199
H -2.8387 2.4414 -4.1235 0.318 0.323 -0.135 0.165
H -4.7589 1.7999 -2.7961 -0.118 0.036 0.059 0.415
H -4.7044 3.3791 -1.9386 -0.323 -0.104 -0.218 0.616
H -3.0367 3.9395 -0.5313 -0.219 -0.058 -0.135 0.470
H -1.6304 3.5374 -1.4518 -0.326 -0.760 -0.763 0.165
H -1.0859 3.6257 0.8359 -0.173 0.097 -0.147 0.116
H -0.9079 1.9818 0.2850 -0.067 -0.102 0.291 -0.467
H -3.2738 3.1048 1.9383 -0.087 0.084 -0.249 0.435
H -2.1064 1.9000 2.4452 0.226 0.388 0.038 0.362
H -4.1119 0.6927 1.7746 -0.253 0.223 -0.095 0.530
H -2.6943 0.2950 0.8619 0.037 -0.002 -0.040 -0.247
H -4.9906 2.0922 -0.1401 0.214 0.295 0.242 0.466
H -4.5968 0.5112 -0.6691 0.287 -0.010 -0.344 0.455
H -1.7758 1.4592 -2.6895 -0.149 -0.415 -0.376 0.321
H -3.1483 0.2175 -2.3851 0.274 -0.092 -0.360 0.485
H -1.8297 0.5385 -1.1894 0.046 -0.452 -0.325 0.032
C -0.8675 -3.1237 8.1487 -0.170 0.292 0.280 -1.452
C -0.5998 -3.5395 6.7115 0.297 -0.165 -0.079 -0.139
C -1.3072 -2.6107 5.7537 -0.077 0.540 -0.823 -0.792
N -1.0563 -2.8994 4.2791 1.163 -0.063 0.334 0.519
C -1.1863 -4.3673 3.9250 -0.184 -0.499 -0.912 -0.415
C -2.6366 -4.7725 4.0243 -0.992 0.117 0.993 -0.750
C -3.5831 -3.9249 3.1795 0.699 0.101 -0.440 -0.833
C -3.3845 -2.4422 3.4446 -0.101 0.277 1.160 -0.812
C -1.9040 -2.0455 3.3578 -1.309 -1.023 -0.805 0.027
C 0.3468 -2.4918 3.9140 -0.215 -0.296 -0.894 -1.144
H -0.4375 -2.1371 8.3331 -0.089 0.021 0.058 0.355
H -0.4472 -3.7955 8.8948 0.181 -0.147 -0.240 0.390
H -1.9355 -3.0737 8.3717 -0.022 0.055 -0.132 0.353
H -0.8925 -4.5750 6.5355 -0.105 0.046 0.114 0.332
H 0.4726 -3.4713 6.5127 0.012 -0.165 0.077 0.255
H -0.9203 -1.5926 5.8311 -0.137 0.051 0.398 0.296
H -2.3823 -2.5716 5.9100 0.035 -0.162 0.082 0.483
H -0.5050 -4.9740 4.5190 -0.177 0.313 0.457 0.540
H -0.7738 -4.5143 2.9205 -0.289 0.388 -0.195 0.202
H -2.9544 -4.6334 5.0680 0.083 -0.034 0.065 0.310
H -2.8824 -5.8182 3.8446 0.760 -0.113 -0.267 0.432
H -4.6050 -4.2247 3.4024 -0.057 0.040 -0.207 0.462
H -3.3545 -4.0987 2.1230 -0.250 -0.192 -0.029 0.325
H -3.7434 -2.2059 4.4540 -0.089 -0.021 -0.030 0.402
H -4.0324 -1.8490 2.7984 0.400 0.138 -0.264 0.219
H -1.7174 -0.9836 3.4946 0.174 -0.053 0.425 0.432
H -1.5922 -2.3076 2.3439 0.381 0.112 0.051 -0.164
H 0.3672 -2.7789 2.8612 0.637 0.412 -0.103 0.292
H 1.1531 -3.0289 4.4067 -0.393 -0.139 0.410 0.374
H 0.4354 -1.4170 4.0448 0.101 0.001 -0.033 0.478
B 0.6763 -0.3003 0.4720 -0.383 -1.143 -0.521 0.296
F 2.0088 -0.6530 0.6255 0.294 0.470 0.067 -0.305
F -0.0569 -1.4988 0.2909 -0.351 0.403 0.270 -0.285
F 0.1782 0.3959 1.5887 -0.019 0.092 0.043 -0.644
F 0.4741 0.4624 -0.7063 0.226 0.466 0.119 0.233
O 0.4215 -4.1518 0.7118 -0.485 0.802 0.074 -0.490
C -0.1725 -5.1880 0.0167 -0.077 -3.017 -1.699 0.699
O -0.9384 -4.8223 -0.9237 0.170 0.836 0.437 -0.747
O 0.1604 -6.3609 0.2760 -0.053 1.271 0.717 -0.787
H -0.0165 -3.4451 0.1950 0.533 0.348 0.661 0.204
O -0.1819 3.0220 -3.1177 -1.512 -0.339 1.220 -0.118
C 0.7398 3.6538 -3.9139 2.280 0.001 -3.807 0.843
O 1.8596 3.0606 -3.9823 -0.688 -0.052 0.858 -0.704
O 0.4050 4.6613 -4.5571 -0.766 -0.602 1.397 -0.736
H 0.2947 2.3051 -2.6772 0.247 -0.015 -0.245 -0.303

Record 2
150
Properties=species:S:1:pos:R:3:forces:R:3:mulliken_charge:R:1 method="wB97M-V/def2-TZVPD" spin_multiplicity=1 mol_weight_g_mol=1060.610 total_charge=0 orbital_gap_ev=6.9
C 7.2407 -0.9046 -1.5272 -0.094 0.320 -0.174 -0.853
P 5.9093 -2.1049 -1.1642 0.213 -0.575 -0.196 0.203
O 5.8415 -2.0411 0.5066 0.009 0.287 0.009 -0.512
C 4.3183 -1.1976 -1.5615 -0.170 0.402 0.169 0.523
C 4.4009 0.0590 -2.4368 -0.167 -0.022 -0.180 -0.970
C 4.5185 1.3908 -1.6824 0.066 0.153 -0.139 -0.961
O 3.8473 1.3613 -0.4258 -0.187 -0.008 -0.136 -0.151
C 2.7788 2.2655 -0.2928 0.234 0.212 -0.386 -0.539
C 1.9635 1.8053 0.8940 0.244 -0.362 0.320 0.691
F 2.7878 1.3696 1.8722 -0.398 0.258 0.001 -0.279
F 1.1926 2.7825 1.3957 0.139 -0.090 -0.146 -0.305
F 1.1495 0.7667 0.6005 0.383 0.807 0.319 -0.238
O 3.4538 -2.0899 -2.3150 0.506 -0.244 -0.305 -0.242
C 2.9690 -3.2215 -1.7271 -0.140 0.761 0.545 0.242
O 3.1974 -4.2993 -2.1794 -0.014 -0.468 -0.349 -0.544
C 2.0049 -2.9434 -0.6016 -0.296 -0.320 0.231 -0.839
C 0.7198 -2.3269 -1.1957 -0.130 -0.266 0.036 -0.361
C -0.0978 -1.5801 -0.1357 0.141 -0.320 0.108 -0.739
C -1.2510 -0.7250 -0.6576 -0.232 -0.146 0.463 -0.748
S -0.8245 0.5334 -1.8499 0.017 0.522 0.217 0.973
O 0.5994 0.6733 -1.9753 -0.621 0.004 -0.329 -0.291
O -1.6551 1.6894 -1.6488 0.633 -0.337 -0.048 -0.606
Cl -1.5439 -0.2559 -3.5943 0.163 -0.293 -0.321 -0.287
H 6.9209 0.1361 -1.5959 0.039 -0.076 0.091 0.130
H 8.0186 -0.9499 -0.7540 -0.098 -0.151 -0.248 0.437
H 7.6960 -1.1744 -2.4864 -0.029 0.063 0.247 0.153
H 6.7328 -1.9289 0.8617 -0.228 -0.031 0.047 0.267
H 3.8472 -0.9500 -0.6014 0.079 0.016 -0.166 0.164
H 3.4772 0.0700 -3.0325 0.149 -0.004 0.213 0.430
H 5.2258 -0.0173 -3.1605 -0.168 0.037 0.151 0.428
H 5.5615 1.6636 -1.4904 -0.125 -0.095 0.042 0.386
H 4.0954 2.1852 -2.3148 0.123 -0.149 0.103 0.476
H 3.1323 3.2849 -0.0753 -0.031 -0.129 0.008 0.316
H 2.1564 2.2868 -1.1995 -0.023 -0.005 0.359 0.383
H 2.4328 -2.2695 0.1494 0.041 -0.091 -0.196 0.357
H 1.7803 -3.9016 -0.1192 0.080 0.254 0.022 0.520
H 0.1210 -3.1595 -1.5958 0.085 0.316 -0.136 0.336
H 0.9951 -1.6632 -2.0191 -0.068 -0.090 0.134 0.363
H 0.5618 -0.9719 0.4911 -0.385 -0.572 -0.335 0.341
H -0.5633 -2.3299 0.5217 0.051 0.253 -0.034 0.476
H -1.7013 -0.1192 0.1396 0.037 -0.190 -0.059 0.194
H -2.0703 -1.3262 -1.0663 0.177 0.271 -0.116 0.682
C -4.8328 0.4294 1.3648 -0.027 0.172 -0.054 0.117
O -4.0334 -0.4008 0.9425 0.060 -0.019 -0.086 -0.609
N -5.1941 1.5403 0.7084 0.109 -0.220 -0.003 0.215
C -6.1383 2.4941 1.2516 -0.077 -0.090 0.265 -0.783
C -4.6143 1.8045 -0.5968 -0.079 -0.011 0.046 -0.202
H -5.3249 0.3254 2.3430 -0.009 0.022 0.002 0.223
H -7.0024 2.5848 0.5940 -0.004 0.079 0.014 0.256
H -5.6796 3.4769 1.3471 -0.059 0.005 -0.058 0.306
H -6.4694 2.1454 2.2296 -0.033 -0.022 0.006 0.271
H -4.8743 1.0031 -1.2920 -0.017 -0.032 -0.066 0.235
H -3.5318 1.8388 -0.5275 -0.021 0.076 -0.010 0.058
H -4.9989 2.7574 -0.9595 0.046 -0.028 0.047 -0.035
C -6.9068 -1.0887 4.0644 0.012 0.074 -0.034 -0.057
O -7.4366 -0.0028 4.2437 0.055 -0.034 0.010 -0.663
N -6.4563 -1.8923 5.0426 -0.065 -0.083 -0.007 0.183
C -5.8077 -3.1547 4.7375 -0.013 0.191 0.115 -0.569
C -6.6237 -1.4606 6.4177 0.027 0.087 -0.144 -1.003
H -6.7392 -1.5042 3.0572 -0.002 -0.035 0.010 0.479
H -6.3581 -3.9912 5.1728 -0.011 -0.013 -0.021 0.322
H -4.7889 -3.1628 5.1301 0.009 -0.028 0.004 0.326
H -5.7588 -3.2731 3.6596 0.027 -0.105 0.058 0.076
H -7.6810 -1.3189 6.6443 0.010 0.021 0.051 0.302
H -6.1147 -0.5065 6.5645 -0.029 0.004 0.114 0.275
H -6.2025 -2.2066 7.0871 0.019 -0.022 -0.036 0.394
C -2.3252 0.2426 8.5120 0.005 -0.082 0.057 0.132
O -1.5295 -0.5782 8.0991 -0.025 0.049 -0.019 -0.589
N -2.7053 1.3470 7.8402 -0.064 0.019 0.029 0.142
C -3.6583 2.2969 8.3806 0.190 -0.030 -0.255 -0.934
C -2.1353 1.5914 6.5262 0.010 -0.052 0.015 -0.964
H -2.8159 0.1475 9.4964 -0.002 0.012 -0.002 0.264
H -4.5225 2.3784 7.7182 -0.056 0.036 0.074 0.329
H -3.1885 3.2790 8.4646 -0.102 0.046 0.084 0.353
H -3.9926 1.9755 9.3647 0.022 -0.027 0.002 0.306
H -2.3670 0.7708 5.8467 -0.012 0.006 -0.004 0.297
H -1.0499 1.6753 6.5867 0.002 0.012 0.003 0.293
H -2.5489 2.5158 6.1296 0.004 -0.004 -0.009 0.375
C 11.0355 -0.9800 -2.8085 -0.053 -0.013 -0.035 0.094
O 10.0841 -0.3789 -2.3485 0.160 0.012 0.021 -0.542
N 11.3615 -2.2472 -2.4803 0.026 -0.002 0.008 0.126
C 12.5032 -2.9238 -3.0560 -0.048 0.003 0.021 -0.922
C 10.5272 -2.9479 -1.5200 -0.013 0.025 -0.024 -0.815
H 11.7175 -0.5346 -3.5513 0.014 0.003 0.008 0.268
H 12.1936 -3.8182 -3.6004 0.004 0.005 -0.018 0.327
H 13.2148 -3.2187 -2.2819 0.014 0.011 -0.004 0.337
H 13.0056 -2.2531 -3.7506 0.009 -0.008 -0.005 0.288
H 9.5002 -3.0216 -1.8801 0.003 -0.012 -0.010 0.179
H 10.5141 -2.4194 -0.5656 0.005 -0.007 0.007 0.281
H 10.9270 -3.9484 -1.3709 -0.005 -0.001 0.009 0.388
C -6.5441 5.3743 -1.7100 -3.077 0.917 5.467 -0.220
O -6.0856 4.8249 -0.7209 0.028 -1.038 1.144 -0.658
N -7.8393 5.7109 -1.8533 -0.624 -0.405 0.663 0.149
C -8.3344 6.3508 -3.0540 0.093 0.043 0.053 -0.989
C -8.7575 5.4173 -0.7670 -0.164 0.007 -0.152 -0.948
H -5.9292 5.6366 -2.5839 -1.571 2.690 7.537 0.528
H -8.7655 7.3265 -2.8223 -0.048 0.048 -0.037 0.375
H -9.0998 5.7359 -3.5323 -0.088 0.001 -0.033 0.341
H -7.5121 6.4801 -3.7573 -0.350 0.119 0.121 0.311
H -8.4491 5.9245 0.1476 -0.002 0.010 0.024 0.273
H -8.7841 4.3468 -0.5608 -0.039 -0.026 0.028 0.247
H -9.7529 5.7533 -1.0489 -0.074 -0.011 0.060 0.400
C -4.8643 -4.4796 0.7620 0.027 0.104 0.017 0.351
O -5.1508 -4.3339 1.9362 -0.012 -0.142 -0.130 -0.677
N -4.9599 -5.6496 0.1013 0.009 -0.011 -0.018 0.113
C -4.6068 -5.7758 -1.2963 -0.017 -0.013 0.062 -0.926
C -5.4344 -6.8155 0.8268 0.008 0.033 -0.003 -0.944
H -4.4970 -3.6468 0.1408 -0.005 0.010 -0.001 0.130
H -5.4643 -6.1029 -1.8877 -0.002 0.014 -0.014 0.349
H -3.7980 -6.4968 -1.4313 0.014 0.009 -0.009 0.347
H -4.2759 -4.8089 -1.6717 0.000 0.000 -0.012 0.270
H -6.4376 -6.6434 1.2172 -0.006 -0.006 -0.005 0.286
H -4.7809 -7.0351 1.6712 0.004 -0.008 -0.001 0.284
H -5.4504 -7.6671 0.1505 -0.004 -0.006 0.008 0.373
C 6.3008 5.5680 3.7425 -0.011 0.003 -0.017 0.106
O 6.1738 6.4612 2.9287 0.005 -0.018 0.016 -0.582
N 5.5529 4.4452 3.7626 -0.044 -0.137 0.056 0.160
C 5.7406 3.4060 4.7512 -0.012 0.023 -0.039 -0.880
C 4.5265 4.2865 2.7479 0.025 0.211 -0.058 -0.987
H 7.0529 5.5998 4.5491 0.001 -0.002 0.004 0.259
H 6.0031 2.4579 4.2773 0.014 -0.002 0.004 0.304
H 4.8328 3.2563 5.3393 0.005 0.005 0.015 0.307
H 6.5466 3.6923 5.4251 0.000 -0.010 0.007 0.310
H 4.9814 4.3133 1.7561 -0.061 -0.027 -0.028 0.303
H 3.8123 5.1088 2.8112 -0.022 -0.012 -0.057 0.339
H 4.0001 3.3458 2.8837 0.094 -0.044 0.081 0.339
C 5.7007 -3.4114 -4.9902 0.020 0.060 0.120 0.346
O 6.5948 -2.6178 -5.2358 -0.017 -0.017 0.018 -0.669
N 5.7497 -4.7223 -5.2997 -0.004 0.024 -0.050 0.106
C 4.6692 -5.6277 -4.9699 0.018 0.020 -0.032 -0.808
C 6.9297 -5.2272 -5.9743 -0.002 0.016 0.026 -0.958
H 4.7724 -3.1184 -4.4759 -0.012 -0.028 0.008 0.138
H 5.0151 -6.4200 -4.3030 -0.001 -0.003 0.014 0.325
H 4.2569 -6.0860 -5.8726 -0.003 0.006 0.007 0.333
H 3.8856 -5.0767 -4.4562 -0.006 -0.011 0.036 0.202
H 7.8224 -5.0572 -5.3705 0.003 -0.008 0.003 0.276
H 7.0761 -4.7226 -6.9301 0.000 -0.005 -0.003 0.289
H 6.8072 -6.2948 -6.1442 0.007 0.001 -0.004 0.390
C -4.6907 4.8414 -3.6401 2.901 -1.296 -1.423 0.016
O -5.7272 5.4724 -3.5150 3.778 -1.214 -13.902 -0.343
N -4.6047 3.6190 -4.2028 -0.275 0.244 0.286 0.220
C -3.3458 2.9034 -4.3024 -0.141 -0.013 0.121 -0.991
C -5.8188 3.0044 -4.7081 -0.008 -0.021 0.013 -1.028
H -3.7197 5.2218 -3.2835 -0.346 0.020 0.033 0.255
H -3.0960 2.6973 -5.3458 -0.035 0.043 -0.004 0.355
H -3.4020 1.9583 -3.7621 0.045 0.026 0.023 0.333
H -2.5499 3.5014 -3.8631 -0.008 -0.030 0.025 0.324
H -6.2696 3.6222 -5.4852 -0.001 0.013 -0.074 0.349
H -6.5517 2.8862 -3.9091 0.004 -0.069 -0.010 0.278
H -5.5717 2.0280 -5.1189 -0.036 0.020 0.007 0.388

no.,E (eV),largest force on an atom (eV Å⁻¹)
1,-70528.0694,4.4
2,-125654.0167,14.5